[1]
DFT (ωB97M-V/def2-TZVPD) results for 3 unconnected molecules or ions with the total composition C19H44ClF3O11P2SSi in a non-equilibrium geometry.

## Properties
Gap between HOMO and LUMO (eV): 10.878
F_max (eV/A): 4.16
SMILES string: O=S(=O)(Cl)CCCC[SiH2]C[C@@H](O)C(F)(F)F.CCOP(=O)(OCC)OCC.CCOP(=O)(OCC)OCC
LUMO level (eV): 0.421
HOMO energy (eV): -10.46

Last column: Mulliken charge in e.
Atoms and positions in Å:
1 O 5.5782 3.0576 3.7069  -0.51
2 S 6.0838 3.7882 4.8236  1.05
3 O 6.7119 5.0451 4.5782  -0.53
4 Cl 7.3956 2.5680 5.7925  -0.24
5 C 4.8404 3.9905 6.0680  -0.73
6 C 3.7718 5.0177 5.6925  -0.84
7 C 3.0910 4.8470 4.3345  -0.85
8 C 2.4254 3.4842 4.0550  -0.86
9 Si 1.4383 2.6599 5.4315  0.24
10 C -0.3865 3.1110 5.4097  -0.65
11 C -0.6777 4.5968 5.1733  0.42
12 O -1.0929 4.8542 3.8473  -0.51
13 C -1.7868 5.1074 6.0914  0.61
14 F -1.9037 6.4525 6.0087  -0.27
15 F -1.5311 4.8096 7.3899  -0.26
16 F -2.9844 4.5760 5.7702  -0.26
17 H 5.3670 4.3445 6.9535  0.54
18 H 4.4472 3.0037 6.3116  0.39
19 H 3.0621 5.0927 6.5150  0.35
20 H 4.2822 5.9831 5.6657  0.45
21 H 2.3670 5.6513 4.2040  0.42
22 H 3.8580 4.9996 3.5737  0.49
23 H 1.7020 3.6556 3.2508  0.43
24 H 3.1344 2.7564 3.6634  0.57
25 H 1.5344 1.1882 5.2843  -0.21
26 H 2.0370 2.9637 6.7563  -0.14
27 H -0.9165 2.4716 4.7006  0.30
28 H -0.7782 2.8304 6.3905  0.31
29 H 0.2062 5.2156 5.3513  0.00
30 H -1.2572 4.0247 3.3941  0.28
31 C 0.1137 -1.8755 -0.4798  -0.70
32 C -0.9602 -1.6819 0.5714  -0.39
33 O -1.1752 -0.3003 0.8694  -0.18
34 P -2.0757 0.5958 -0.1159  0.83
35 O -3.2922 -0.1416 -0.4776  -0.78
36 O -2.4816 1.7725 0.8962  -0.23
37 C -3.8518 2.0713 1.1787  -0.41
38 C -4.3208 1.3546 2.4270  -0.94
39 O -0.9565 1.4510 -0.8465  -0.28
40 C -0.5472 1.2591 -2.2188  -0.27
41 C -1.6823 0.8705 -3.1419  -0.93
42 H -0.2308 -1.5162 -1.4533  -0.10
43 H 0.3624 -2.9317 -0.5872  0.42
44 H 1.0177 -1.3257 -0.2158  0.34
45 H -1.8971 -2.1471 0.2566  0.29
46 H -0.6601 -2.1514 1.5077  0.33
47 H -4.4837 1.8255 0.3260  0.37
48 H -3.9045 3.1516 1.3221  0.36
49 H -4.1168 0.2860 2.3598  0.27
50 H -5.3914 1.5005 2.5746  0.37
51 H -3.7975 1.7345 3.3065  0.16
52 H 0.2535 0.5182 -2.2526  0.31
53 H -0.1153 2.2071 -2.5347  0.33
54 H -2.0988 -0.1028 -2.8740  0.12
55 H -1.3259 0.8105 -4.1701  0.41
56 H -2.4898 1.6021 -3.0919  0.35
57 C 1.6917 -7.2479 -5.9928  -0.91
58 C 0.6330 -7.0511 -4.9267  -0.32
59 O 0.4196 -5.6671 -4.6270  -0.28
60 P -0.4918 -4.7720 -5.5795  0.85
61 O -1.7184 -5.4509 -6.0024  -0.73
62 O -0.8528 -3.6127 -4.5388  -0.25
63 C -2.2077 -3.3046 -4.2060  -0.19
64 C -2.6475 -4.0382 -2.9583  -0.90
65 O 0.5435 -3.9077 -6.4066  -0.32
66 C 0.8581 -4.1121 -7.8025  -0.27
67 C -0.3241 -4.5385 -8.6479  -1.09
68 H 1.3377 -6.8961 -6.9650  0.16
69 H 1.9399 -8.3047 -6.0931  0.40
70 H 2.5970 -6.6942 -5.7420  0.27
71 H -0.3083 -7.5183 -5.2235  0.31
72 H 0.9500 -7.5139 -3.9932  0.32
73 H -2.8716 -3.5223 -5.0424  0.40
74 H -2.2409 -2.2266 -4.0384  0.10
75 H -2.4674 -5.1105 -3.0392  0.32
76 H -3.7096 -3.8780 -2.7706  0.39
77 H -2.0859 -3.6827 -2.0922  0.07
78 H 1.6740 -4.8337 -7.8807  0.27
79 H 1.2446 -3.1584 -8.1576  0.32
80 H -0.7020 -5.5157 -8.3472  0.32
81 H -0.0286 -4.5995 -9.6953  0.39
82 H -1.1437 -3.8258 -8.5547  0.33

[2]
DFT (ωB97M-V/def2-TZVPD) results for a molecular structure, C19H44N3O16V in a non-equilibrium geometry.

## Properties
Energy above the lowest of the compared OMol25 structures with the same formula, charge and spin (eV): 5.0973
Charge: -2
Gap between HOMO and LUMO (eV): 5.700
F_max (eV/A): 8.54
LUMO level (eV): 3.645
HOMO energy (eV): -2.06

Last column: Mulliken charge in e.
Atoms and positions in Å:
1 O 0.9580 -0.6347 -3.8077  -0.44
2 V 1.4521 -1.1281 -2.3456  0.90
3 O 1.3861 0.1878 -1.4113  -0.04
4 O 0.6534 -3.2121 0.5900  -0.40
5 C 1.9212 -3.0262 0.3367  0.65
6 O 2.3463 -2.1679 -0.3962  -0.62
7 O 2.7800 -3.6683 0.8779  -0.75
8 H 0.7821 -3.8845 1.2630  0.21
9 O 2.3197 -5.1269 -3.8923  -0.56
10 C 2.5954 -4.0017 -3.3852  0.62
11 O 3.7451 -3.6826 -3.1425  -0.70
12 O 1.6861 -3.1891 -3.1611  -0.07
13 H 1.3890 -5.0151 -3.6852  0.33
14 O 4.5420 0.5056 -4.5662  -0.49
15 C 4.5921 -0.2248 -3.4349  0.51
16 O 5.7564 -0.6388 -3.1758  -0.84
17 O 3.6895 -0.5468 -2.7146  -0.77
18 H 5.4309 0.2041 -4.7678  0.28
19 C -0.2957 -0.8593 8.1492  -0.81
20 O -0.0973 0.4109 7.6214  -0.35
21 C -0.9036 0.7645 6.5596  -0.72
22 C -0.4673 0.1183 5.2309  -0.33
23 N 0.1726 1.0655 4.4492  -0.19
24 C 0.7114 0.4188 3.2351  -1.00
25 C 1.3682 1.5261 2.3494  0.04
26 O 2.3861 2.2349 3.1202  -0.46
27 C 2.8941 3.4520 2.4218  -0.65
28 H -0.9315 -0.6228 9.0024  0.30
29 H 0.6469 -1.2204 8.5605  0.26
30 H -0.7982 -1.6566 7.6015  0.35
31 H -0.9223 1.8508 6.4711  0.40
32 H -1.9428 0.4503 6.6571  0.36
33 H -1.4125 -0.1839 4.7801  0.20
34 H 0.2520 -0.6801 5.4135  0.35
35 H 0.9532 1.4431 4.9671  0.24
36 H -0.0583 -0.1064 2.6695  0.41
37 H 1.3897 -0.3942 3.4938  0.52
38 H 0.5560 2.2400 2.2122  -0.30
39 H 1.5584 1.2947 1.3014  0.64
40 H 2.0190 4.0396 2.1446  0.19
41 H 3.4068 3.2565 1.4799  0.28
42 H 3.5796 4.0457 3.0266  0.29
43 C 1.0808 3.5296 -2.4657  -0.60
44 O -0.2582 4.0083 -2.4323  -0.36
45 C -0.5398 4.8022 -1.3507  -0.89
46 C -0.6975 4.0044 -0.0557  0.30
47 N -2.0577 3.4288 -0.1403  -0.54
48 C -2.3867 2.4541 0.8724  -0.87
49 C -2.0483 1.0160 0.3438  1.04
50 O -3.1671 0.1158 0.1860  -0.47
51 C -3.5541 -0.6014 1.4428  -0.75
52 H 1.3226 2.8523 -1.6467  0.14
53 H 1.8670 4.2809 -2.5401  0.33
54 H 1.2052 2.8979 -3.3453  0.26
55 H -1.3914 5.4042 -1.6676  0.36
56 H 0.3800 5.3651 -1.1914  0.44
57 H -0.5038 4.6903 0.7690  0.29
58 H 0.0153 3.1837 0.0238  -0.13
59 H -2.0575 3.0788 -1.0877  0.34
60 H -3.4031 2.4287 1.2652  0.36
61 H -1.8264 2.7576 1.7567  0.31
62 H -1.3564 0.5230 1.0268  -0.51
63 H -1.7385 0.9183 -0.6966  0.08
64 H -4.6229 -0.8145 1.4590  0.27
65 H -3.2506 -0.1394 2.3822  0.28
66 H -2.9549 -1.5119 1.4418  0.28
67 C -2.3370 -0.7983 -3.0905  -1.32
68 C -1.8952 -2.2182 -2.7757  0.11
69 C -1.4656 -2.9528 -4.1213  -0.53
70 O -2.4171 -3.0748 -5.1289  -0.44
71 C -1.9788 -3.7213 -6.3365  -0.72
72 N -0.7754 -2.1753 -1.8546  0.13
73 H -3.2442 -0.8260 -3.6940  0.44
74 H -1.4746 -0.3623 -3.5947  0.21
75 H -2.6143 -0.2731 -2.1766  0.18
76 H -2.6948 -2.7742 -2.2861  0.51
77 H -1.2278 -4.0095 -3.9990  0.32
78 H -0.6116 -2.4360 -4.5591  0.36
79 H -2.7441 -3.8283 -7.1053  0.27
80 H -1.5903 -4.7278 -6.1816  0.28
81 H -1.2437 -3.0608 -6.7966  0.32
82 H -0.6252 -3.1701 -1.7653  0.16
83 H -1.2064 -1.9020 -0.9831  -0.09